Below is a cluster of 2 separate species, C7H15Br2O3P in total, with properties calculated with the ωB97M-V functional and the def2-TZVPD basis.

Geometry as XYZ:
```
28
Properties=species:S:1:pos:R:3:forces:R:3
H 0.0878 0.4602 2.0957 2.1 0.6 0.4
Br -2.8022 2.9396 -0.0030 0.0 0.2 0.3
H -0.1093 -1.8147 -0.3792 0.0 -0.2 0.6
C -2.8055 1.2771 0.9193 0.7 -0.5 -2.9
O 1.6941 1.3161 -2.2806 -0.3 1.4 -1.7
C 0.4926 -2.5951 -0.8455 -0.6 1.8 -1.2
H 0.4935 -3.4832 -0.2879 -0.4 -1.3 0.7
H 2.2997 -2.3552 0.0393 0.5 0.6 0.5
H 0.9130 2.5247 0.9067 -0.6 0.9 1.8
O 2.0839 -0.7831 -1.2716 -0.3 1.6 -0.5
C -3.0163 -0.0027 -1.3135 -0.8 3.4 2.4
H -4.0481 -0.3736 -1.2346 0.1 0.4 -0.9
C 1.6535 1.8622 1.3569 -0.4 0.3 -0.9
C 1.1477 0.8925 2.3766 -1.1 -3.5 -1.7
O 2.0803 1.3348 0.1418 0.8 -2.4 -2.4
H -2.8700 1.0694 -1.7382 -0.7 -2.1 0.3
H -2.4141 -0.6753 -1.8120 1.4 -1.5 -0.8
C 1.9149 -2.1112 -0.9495 -0.8 -1.1 1.8
H 2.5108 2.3821 1.7929 -0.2 0.3 -0.3
H -0.0106 -2.7119 -1.7996 0.1 -0.4 -0.4
C -2.7305 0.1559 0.1961 -0.9 -0.2 0.0
H 1.8625 -0.0072 2.6163 -1.2 1.8 -0.6
H 2.4775 -2.7920 -1.5522 0.5 0.1 -1.2
H 2.6252 1.5315 -2.2933 0.5 -0.1 0.2
Br -2.9342 -1.4916 1.2014 0.4 0.4 -0.2
H -2.7079 1.4026 1.9404 -0.1 -0.1 1.8
H 1.0117 1.4602 3.2219 -0.4 1.0 2.4
P 1.0999 0.5881 -1.0446 1.7 -1.6 2.4
```
Forces are in eV/Å.

Computed properties:
**SMILES**: C/C(Br)=C\Br.CCOP(O)OCC
**Energy relative to the best compared isomer or geometry (same formula, charge and spin)**: 150.0 kJ/mol
**Electronic energy**: -163017.689 eV

Results of the Löwdin charge analysis, in e, for atoms 1 through 4:
1 H 0.095
2 Br 0.687
3 H 0.021
4 C -0.626


Below is the ion C3H9N2OS with charge +1, with properties calculated with the ωB97M-V functional and the def2-TZVPD basis.

Geometry as XYZ:
```
16
Properties=species:S:1:pos:R:3:forces:R:3
H -2.4541 -1.3545 -0.9987 0.3 0.0 0.7
C -2.0650 -1.1131 0.0101 1.1 0.7 -0.5
N 0.5153 0.7559 -1.1525 -1.6 -2.8 3.6
H -2.2827 -0.0398 0.2107 -0.2 -1.0 0.2
H -2.3470 -1.7916 0.7861 -1.2 -0.1 0.3
H 2.2489 0.3466 1.8265 -0.5 -0.6 0.1
O -0.3742 0.8916 1.4808 -0.8 0.9 -1.1
N -0.5608 -1.2984 0.0658 -0.4 2.7 1.5
H 0.6391 2.3876 -2.3592 0.2 0.1 0.7
H -0.2474 -1.9259 -0.6491 1.0 0.2 -0.5
H -0.1400 2.8236 -0.6696 0.5 -1.9 -1.3
S 0.2479 0.1664 0.4268 2.5 -5.5 -0.9
H 2.0490 -1.4395 1.1805 -0.5 0.8 0.3
C 0.3544 1.9884 -1.3574 -0.4 6.4 -1.5
H 2.4870 -0.0492 0.1649 0.7 -0.1 -0.4
C 1.9294 -0.3482 1.0344 -0.5 0.4 -1.0
```
Forces are in eV/Å.

Computed properties:
**Net charge**: +1
**Energy relative to the best compared isomer or geometry (same formula, charge and spin)**: 513.2 kJ/mol
**<S²>**: 2.01
**Electronic energy**: -19105.204 eV
**Multiplicity**: 3

Results of the Löwdin charge analysis, in e, for atoms 1 through 4:
1 H 0.104
2 C -0.064
3 N -0.101
4 H 0.087


Below is a structure of composition C9H19CuNO2Si, with properties calculated with the ωB97M-V functional and the def2-TZVPD basis.

Geometry as XYZ:
```
33
Properties=species:S:1:pos:R:3:forces:R:3
C 2.2273 0.4418 -1.7815 0.1 0.1 0.4
H 2.1346 1.5042 -1.5450 0.1 -0.1 -0.3
C 3.3817 -0.2027 -0.9746 -0.1 -0.4 0.3
H 4.2823 -0.3122 -1.5761 0.0 0.1 0.1
H -3.9875 -0.0565 1.0906 0.0 0.2 0.0
N 2.9182 -1.5851 -0.5916 -0.4 0.7 -0.3
O 1.2599 -2.6997 -1.8145 -0.1 0.3 0.7
H -0.9208 2.7042 2.3205 0.2 -0.1 0.2
H 3.6173 0.3754 -0.0749 0.1 0.0 -0.2
O -1.1325 1.1777 -0.2850 0.0 -0.2 -0.1
Cu 1.0456 -0.1857 1.9341 0.4 1.0 -0.4
H -0.7205 1.2893 3.4296 0.1 0.3 0.0
H -0.0681 -1.2814 2.0703 -0.5 -1.4 0.3
H -3.7976 1.6974 1.3920 0.0 -0.2 -0.1
H -2.2592 -0.3234 -1.2041 0.1 0.0 0.0
H 2.3911 0.2879 -2.8532 -0.2 0.2 0.1
H -0.5705 -1.2450 -2.4335 0.1 0.1 0.0
H 0.8693 -0.0304 -0.2576 -0.4 0.1 0.0
C -1.5042 0.4343 -1.4554 0.1 0.1 -0.2
H 0.4690 1.6878 2.1037 0.4 0.3 0.2
H -0.9186 -1.7960 0.5592 0.2 0.0 0.1
C 0.9884 -0.3378 -1.3128 0.5 0.1 -0.3
H 2.7672 -1.6557 0.4121 0.4 -0.4 0.0
C -3.3805 0.7042 1.5899 -0.1 0.0 0.2
H -1.7249 -1.6917 2.1351 0.2 0.1 0.0
H -1.9870 1.1328 -2.1439 0.1 -0.1 0.1
C 1.6333 -1.7107 -1.2488 0.0 -0.7 -0.6
Si -1.5840 0.6120 1.1816 -0.3 0.3 0.6
C -1.0122 -1.1962 1.4660 -0.3 0.4 -0.2
H -3.4749 0.5230 2.6697 0.0 0.0 -0.1
H -0.0590 0.3036 -3.0692 0.0 0.0 0.1
C -0.5972 1.6621 2.4100 -0.3 -0.5 -0.6
C -0.2861 -0.2276 -2.1426 -0.1 -0.2 0.1
```
Forces are in eV/Å.

Computed properties:
**Net charge**: +1
**Electronic energy**: -67736.738 eV

Results of the Löwdin charge analysis, in e, for atoms 1 through 4:
1 C -0.109
2 H 0.127
3 C -0.153
4 H 0.118


Below is an isolated molecule of C4H8O3, with properties calculated with the ωB97M-V functional and the def2-TZVPD basis.

Geometry as XYZ:
```
15
Properties=species:S:1:pos:R:3:forces:R:3
H 2.6787 -1.3483 0.6357 0.0 0.2 0.0
H -1.0950 1.0037 1.0828 0.2 -0.1 0.0
H 3.1782 0.1177 1.5463 -0.1 -0.1 -0.1
O 1.2432 0.1208 0.9692 -0.2 0.0 0.0
C -1.0598 0.1794 0.3665 0.1 1.2 -1.1
H 2.9361 0.1840 -0.2331 0.0 -0.1 0.1
H -2.8155 0.9416 -0.8747 0.6 -0.1 0.4
H -2.2353 -0.8565 -0.0159 -1.3 -2.5 1.0
H -1.1793 1.4817 -1.3114 -0.1 0.4 -0.5
O 0.6512 -0.8752 -0.9600 0.0 0.2 0.5
C 2.5961 -0.2611 0.7061 0.2 -0.1 0.0
C -1.7592 0.6295 -0.9868 0.6 0.4 0.4
H -1.7204 -0.1225 -1.8027 0.3 0.1 0.7
C 0.3627 -0.2563 0.0374 0.1 0.0 -0.4
O -1.7818 -0.9385 0.8406 -0.4 0.4 -1.1
```
Forces are in eV/Å.

Computed properties:
**SMILES**: COC(=O)[C@@H](C)O
**Energy relative to the best compared isomer or geometry (same formula, charge and spin)**: 170.4 kJ/mol
**Electronic energy**: -10419.238 eV

Results of the Löwdin charge analysis, in e, for atoms 1 through 4:
1 H 0.099
2 H 0.147
3 H 0.094
4 O -0.021


Below is a cluster of 11 separate species, C23H48F3N11O24SSi in total, with properties calculated with the ωB97M-V functional and the def2-TZVPD basis.

Geometry as XYZ:
```
111
Properties=species:S:1:pos:R:3:forces:R:3
O 6.0194 -0.9708 -10.1792 0.0 0.0 0.0
O 2.5799 -2.2230 -6.2260 0.5 0.2 -0.1
H 3.7681 1.4071 7.7204 0.1 0.1 0.0
C 3.5750 1.9000 5.6218 -0.1 -0.2 0.1
O -1.5231 0.4312 -3.5719 -0.1 0.0 0.1
C 2.3614 -1.6684 -3.9756 0.7 0.7 0.5
H -1.6639 -3.2342 4.5852 -0.1 -0.1 0.0
O 0.5583 -2.9920 -4.5096 -1.3 -1.1 -0.4
H -2.9782 -1.1487 7.6445 0.0 -0.2 -0.2
O 0.8793 -2.4000 -0.6010 0.0 0.0 0.0
H -4.5283 9.7459 -9.1062 0.0 0.0 0.0
C 3.3728 1.1105 6.7577 -0.4 -0.2 -0.5
O -1.1887 5.1401 -4.2706 0.0 0.0 0.0
N -3.6288 -0.7433 5.6883 0.6 0.2 -0.3
H -0.8170 -0.6464 6.0125 -0.1 0.0 0.0
F -3.9063 -2.8649 6.3536 0.1 0.0 -0.1
N 2.2143 -1.3844 -5.4300 0.2 0.3 0.5
H -5.5142 8.3061 -9.4774 0.0 0.0 0.1
N -3.7128 7.9252 -8.4972 0.0 0.0 0.0
H -0.1947 2.8472 -4.8093 0.1 -0.1 0.2
O 6.2931 2.6605 3.8727 0.0 0.0 0.0
H 0.6796 -3.7031 3.5045 0.0 0.0 -0.1
C -3.2757 -0.3011 7.0360 -0.2 0.1 0.4
N -0.5417 1.1501 -3.6255 0.1 -0.1 0.0
H -0.3714 -1.8413 -6.6092 0.0 0.0 0.0
N -3.6497 -0.0747 -5.9042 0.3 0.1 0.1
O -5.1492 1.1698 7.2114 -0.6 0.4 -0.4
H 4.1372 2.8212 5.7020 0.0 0.0 0.0
H 4.6409 -2.6177 -8.7422 0.0 0.0 -0.1
O -0.9398 -4.3979 -5.1549 0.1 0.1 0.0
H -0.8109 -3.4111 -7.3499 -0.1 0.0 0.1
C -4.9605 -0.6111 -5.4522 0.0 -0.1 0.0
C 5.7337 3.5763 1.8323 0.0 0.0 -0.1
H -1.4421 -5.5923 8.8814 0.0 0.1 0.0
H -1.6696 7.0169 -5.9945 -0.1 0.0 0.0
H 5.0845 -1.7481 -7.2416 0.0 0.0 0.0
C 4.8731 -1.6547 -8.2988 0.0 0.0 0.1
H -0.9123 -7.2354 9.3671 0.0 0.0 0.0
C -0.1077 -2.8906 -6.7117 -0.3 -0.1 -0.2
H -0.8780 -0.8608 4.2751 -0.1 -0.1 0.0
H -2.4519 0.4158 7.0215 0.0 0.0 0.0
H 2.9956 -0.8899 -3.5614 0.1 0.1 -0.1
H -0.9321 -5.8989 10.5634 0.0 0.1 0.0
H -0.9372 1.4542 -5.6510 0.0 -0.1 0.0
C -0.7637 -1.3974 5.2190 0.3 0.1 0.2
O -0.4378 -2.1063 1.0749 -0.1 0.0 -0.1
H 5.6330 4.5676 2.2630 0.0 0.0 0.0
N -0.8269 5.1934 -5.4270 0.0 0.0 0.0
C 2.6273 -0.0688 6.6547 0.0 0.2 -0.6
C 1.3287 -2.8254 3.5793 -0.2 -0.1 0.3
N -0.1128 -1.9293 -0.0818 0.0 0.0 0.0
H 1.9021 0.0286 3.3299 0.1 0.0 0.0
H 2.3538 -3.1741 3.4568 0.0 0.1 -0.1
C -1.6519 5.9988 -6.3683 0.1 -0.1 -0.1
O 0.2018 1.3607 -2.6881 0.0 0.0 0.0
C -4.5118 8.7225 -9.4676 0.1 0.0 -0.1
N 0.6154 -5.8110 9.1652 0.0 0.0 0.0
H -1.0265 -0.0859 -0.4452 0.0 0.0 0.0
H -4.9679 -1.6801 -5.6260 0.0 0.0 0.0
H 0.7896 1.3960 -5.1655 -0.1 0.3 0.0
O -3.0943 -0.1622 3.2842 -0.1 0.1 0.1
C -0.9928 -1.0641 -0.9129 0.0 -0.1 0.0
C -4.4391 0.3875 7.7363 0.4 -0.4 0.1
H -1.6063 -3.0465 6.3251 0.0 0.0 0.0
O 0.9255 -4.6440 9.2803 0.0 0.0 0.2
Si 1.0304 -2.0184 5.2333 0.0 0.1 -0.2
F -5.0684 0.6696 4.3134 0.1 0.1 -0.1
H 3.1995 2.1218 3.5045 0.1 0.1 0.0
H -4.0382 8.6486 -10.4387 0.0 0.0 0.0
O 1.3474 -6.6957 8.7776 0.0 0.0 0.0
C 2.3166 0.3271 4.2872 0.2 0.2 0.6
C 3.0563 1.5096 4.3852 -0.3 -0.5 0.4
H 2.3180 -3.6625 6.5542 0.0 0.0 0.0
N 6.0907 -1.1330 -8.9790 0.0 0.0 0.0
O 1.7281 -0.3119 -5.7403 0.2 -0.4 -0.2
H 2.8012 -2.6512 -3.8652 0.0 0.0 0.0
H 1.3710 -1.6326 -3.5337 0.6 0.4 0.2
C -0.1980 1.7687 -4.9226 -0.2 0.0 -0.2
C -3.2651 -2.1249 5.3787 -0.5 -0.3 0.3
N -0.1729 -3.4825 -5.3497 -0.6 -0.4 -0.4
H 0.6079 -4.0551 6.5816 0.0 0.0 0.0
H 1.0338 -2.1669 2.7623 0.2 -0.1 0.0
H -2.6523 5.5793 -6.3628 0.0 0.0 0.1
O 7.0678 -0.9041 -8.2979 0.0 0.0 0.0
H 1.2305 -2.7554 7.6053 0.0 -0.1 0.1
F -3.8636 -2.4729 4.2201 0.1 0.1 0.2
H -5.0545 -0.3764 -4.3963 0.0 0.1 0.0
H -4.0421 0.5257 9.6271 -0.1 0.0 0.1
N 6.6420 2.7976 2.7194 0.0 0.0 0.0
O -4.6074 0.0024 9.0457 0.2 0.0 0.2
H -1.2038 5.9440 -7.3503 0.0 0.0 0.0
O -2.7233 7.3535 -8.9072 0.0 0.0 0.0
C 1.3192 -3.2293 6.6283 0.0 0.2 -0.2
H 6.1737 3.6134 0.8434 0.0 0.0 0.0
H -5.7309 -0.1057 -6.0260 0.0 0.1 0.0
O -2.9761 1.5845 5.0433 -0.3 -0.3 -0.1
O -4.1071 7.8998 -7.3507 0.0 0.0 0.0
C 2.0861 -0.4773 5.4221 0.3 0.3 -0.1
O -2.8342 -0.8499 -6.3591 0.0 -0.3 -0.1
H 4.0685 -0.9494 -8.4806 0.0 0.0 -0.1
S -3.5491 0.4011 4.5026 0.3 0.0 0.0
H -1.9779 -1.5208 -0.9244 0.0 0.0 0.1
H -0.5720 -1.0093 -1.9029 0.0 0.0 0.0
H 0.9130 -2.9992 -7.0654 -0.2 0.0 0.0
H 4.7758 3.0657 1.8231 0.0 0.0 0.0
O 0.1582 4.6265 -5.8635 0.0 0.2 -0.1
H 2.4513 -0.6869 7.5282 0.1 0.1 0.1
O -3.4588 1.1120 -5.7747 -0.2 0.3 -0.1
O 7.6611 2.3542 2.2355 0.0 0.0 0.0
C -1.7858 -2.5096 5.3931 0.1 0.1 -0.3
C -0.7847 -6.1713 9.5231 0.0 -0.1 0.0
```
Forces are in eV/Å.

Computed properties:
**SMILES**: C[Si](C)(CCC(F)(F)N(CC(=O)O)S(=O)(=O)F)c1ccccc1.C[N+](=O)[O-].C[N+](=O)[O-].C[N+](=O)[O-].C[N+](=O)[O-].C[N+](=O)[O-].C[N+](=O)[O-].C[N+](=O)[O-].C[N+](=O)[O-].C[N+](=O)[O-].C[N+](=O)[O-]
**Electronic energy**: -116998.368 eV

Results of the Löwdin charge analysis, in e, for atoms 1 through 4:
1 O 0.060
2 O 0.029
3 H 0.098
4 C -0.091


Below is a structure of composition C10H14F30HfO6P5, with properties calculated with the ωB97M-V functional and the def2-TZVPD basis.

Geometry as XYZ:
```
66
Properties=species:S:1:pos:R:3:forces:R:3
F -0.8739 1.1166 4.2863 0.8 0.9 -0.6
H -2.0612 -1.4509 -3.3232 -0.4 0.2 0.1
C 1.8868 -1.7124 1.3370 0.5 -1.4 0.9
H 3.2100 0.8500 -1.4526 -0.4 -1.1 -0.8
F -1.7251 2.5617 -5.0423 0.4 -0.9 0.0
F -1.1143 1.2457 -2.1109 0.4 -0.9 0.8
F -2.4392 2.2936 -0.0537 2.0 2.3 0.3
C 1.2468 -0.6581 -2.2334 0.5 0.9 -0.4
F 0.6586 2.7846 3.6331 0.0 -1.8 -1.0
H 1.1724 -0.2116 -3.2255 -0.2 0.3 0.1
O 0.8838 -1.2459 0.8313 0.1 1.0 -0.5
H 3.6425 -5.1276 3.2796 0.3 -0.5 0.3
F 1.5492 3.9052 0.9043 0.1 -0.4 -1.4
C 2.8565 -3.6378 2.5350 -0.8 -2.7 -0.7
P 0.1136 1.3848 3.0418 -0.4 0.6 3.0
H 2.0648 1.9912 -2.2614 -0.2 -0.2 0.2
F 0.9269 5.7848 -0.1787 0.4 0.7 -0.3
H 2.2577 -1.0643 -2.1830 0.0 -0.2 0.4
H 4.2762 0.3831 0.9342 0.2 0.3 0.1
F -0.5225 4.6473 -1.5171 0.9 -0.9 0.3
C 4.2868 -1.7533 2.1237 0.3 1.1 0.6
H 0.0362 -2.0397 -3.1076 -0.1 -0.4 0.2
F -3.0995 0.4339 -0.6017 -0.8 -2.4 -2.6
P 0.5434 4.2708 -0.3671 0.0 2.6 1.3
F -2.7310 0.8599 -3.8016 0.6 0.8 0.7
P -2.5999 -2.7029 1.3167 -0.6 -2.2 2.6
H 0.9701 -3.6518 1.6603 -0.2 0.1 -0.1
P -1.3924 1.7925 -3.6730 -1.2 3.0 -1.3
F 1.2903 0.4824 3.7487 -1.1 0.8 -1.2
F -1.2383 -2.9446 2.1637 -0.3 0.1 0.9
F -1.8112 -1.3783 0.7468 0.6 1.8 -1.6
F -3.3102 -3.9914 2.0205 0.5 0.6 -0.5
C 2.2176 1.3031 -1.4326 0.9 1.2 1.4
F 0.0848 2.5440 -3.6137 -1.3 -0.5 0.5
P -3.8962 1.6022 0.2692 -1.0 0.7 1.6
F 0.9301 1.3094 1.6219 2.2 -0.1 -0.9
O -1.0139 -1.1138 -1.5930 0.4 0.0 0.2
F -4.3505 2.7166 1.3715 0.9 -0.9 -1.8
C -2.1379 -1.7494 -2.2786 0.0 -0.8 0.0
O 5.1515 -3.6468 3.2843 -2.1 0.5 -0.7
H 0.4545 -2.5195 -1.4090 0.1 -0.1 -0.1
H 5.1631 -1.1425 2.2925 0.4 -0.3 -0.1
F -0.6247 0.5470 -4.3612 0.2 -0.1 0.3
F -3.8439 -2.5084 0.3591 0.1 0.6 -0.4
F -4.4205 2.3181 -1.0591 -0.4 -0.7 1.4
F 1.7311 4.0362 -1.4702 -1.0 -0.2 1.0
H 2.3593 1.7841 -0.4655 -0.7 0.7 -0.4
Hf -0.7820 0.5956 0.0353 -1.2 0.4 0.0
H -1.9983 -2.8270 -2.1853 0.3 0.0 0.0
F -5.2521 0.7753 0.5704 1.9 0.3 -0.9
O 1.1162 0.3999 -1.2561 0.4 -1.0 -0.1
C 3.2634 -1.1074 1.5432 -0.7 1.2 -1.3
F -2.1971 2.9846 -2.8787 0.8 -1.1 -0.8
F -0.7199 0.1505 2.3457 0.2 -3.4 -0.7
O 3.3576 0.0964 0.9234 0.1 -0.9 0.7
C 1.8730 -3.0734 1.7980 -0.2 -1.0 1.1
F -3.2443 -1.7104 2.4299 0.5 -0.8 -0.5
F -0.9101 2.1554 2.0915 -1.7 2.6 0.0
F -1.8832 -3.6371 0.1934 -0.3 0.3 -0.6
C 0.2072 -1.7015 -2.0857 -0.7 -0.2 0.3
F 0.1467 2.6487 -0.4041 -0.5 -2.4 -0.7
F -0.6248 4.3688 0.7207 -0.4 0.3 0.1
O 2.7777 -4.9622 2.8854 -0.2 1.7 -0.2
C 4.1973 -3.0703 2.7470 1.5 1.1 -0.1
F -2.9716 0.8143 1.4023 -0.8 0.2 1.8
H -3.1143 -1.5979 -1.8223 0.4 0.8 0.1
```
Forces are in eV/Å.

Computed properties:
**Net charge**: -1
**Electronic energy**: -152189.302 eV

Results of the Löwdin charge analysis, in e, for atoms 1 through 4:
1 F -0.099
2 H 0.094
3 C -0.258
4 H 0.098


electronic energy of number 6 (C10H14F30HfO6P5)? -152189.302 eV


The lowest electronic energy belongs to which entry? C7H15Br2O3P